{
  "formula": "C28H84BF4N7O10",
  "method": "ωB97M-V/def2-TZVPD",
  "species": ["O", "H", "H", "H", "B", "F", "F", "F", "F", "C", "C", "C", "O", "C", "N", "H", "H", "H", "H", "H", "H", "H", "H", "H", "H", "H", "C", "C", "C", "O", "C", "N", "H", "H", "H", "H", "H", "H", "H", "H", "H", "H", "H", "C", "C", "C", "O", "C", "N", "H", "H", "H", "H", "H", "H", "H", "H", "H", "H", "H", "C", "C", "C", "O", "C", "N", "H", "H", "H", "H", "H", "H", "H", "H", "H", "H", "H", "C", "C", "C", "O", "C", "N", "H", "H", "H", "H", "H", "H", "H", "H", "H", "H", "H", "C", "C", "C", "O", "C", "N", "H", "H", "H", "H", "H", "H", "H", "H", "H", "H", "H", "C", "C", "C", "O", "C", "N", "H", "H", "H", "H", "H", "H", "H", "H", "H", "H", "H", "O", "H", "H", "O", "H", "H"],
  "positions_angstrom": [[-14.063, 14.078, -18.094], [-13.998, 14.414, -17.197], [-14.082, 13.118, -18.075], [-14.796, 14.444, -18.595], [-16.821, 15.075, -18.480], [-15.768, 15.976, -18.560], [-16.388, 14.019, -19.321], [-16.938, 14.683, -17.184], [-18.013, 15.697, -19.013], [-10.530, 16.765, -19.878], [-11.971, 16.216, -20.045], [-11.898, 14.736, -20.446], [-13.191, 14.272, -20.688], [-13.240, 13.002, -21.294], [-12.741, 16.559, -18.826], [-10.104, 16.761, -20.881], [-9.961, 16.038, -19.299], [-10.521, 17.704, -19.324], [-12.421, 16.734, -20.891], [-11.353, 14.223, -19.653], [-11.318, 14.571, -21.354], [-12.452, 12.329, -20.957], [-13.078, 13.155, -22.362], [-14.192, 12.520, -21.073], [-13.632, 16.529, -19.301], [-12.648, 17.555, -18.684], [-16.083, 11.400, -16.708], [-14.630, 10.807, -16.723], [-14.456, 9.259, -16.435], [-13.201, 8.680, -16.515], [-12.342, 8.980, -15.498], [-14.000, 11.290, -17.891], [-16.380, 11.453, -15.660], [-16.808, 10.815, -17.273], [-15.976, 12.424, -17.064], [-14.157, 11.344, -15.900], [-15.091, 8.711, -17.132], [-14.784, 9.119, -15.405], [-11.393, 8.583, -15.858], [-12.593, 8.575, -14.518], [-12.162, 10.055, -15.492], [-14.260, 10.522, -18.493], [-13.036, 11.012, -17.775], [-13.229, 13.592, -14.078], [-14.647, 14.143, -14.158], [-15.014, 15.014, -12.978], [-14.189, 16.178, -12.946], [-14.608, 17.191, -12.060], [-14.950, 14.668, -15.463], [-12.819, 13.196, -15.007], [-13.162, 12.684, -13.479], [-12.439, 14.267, -13.751], [-15.323, 13.317, -13.936], [-14.925, 14.447, -12.052], [-16.088, 15.182, -13.065], [-14.898, 16.708, -11.127], [-15.463, 17.769, -12.412], [-13.747, 17.789, -11.761], [-15.889, 14.569, -15.822], [-14.865, 15.674, -15.433], [-15.983, 9.884, -22.213], [-16.150, 9.964, -20.740], [-17.543, 9.453, -20.190], [-18.657, 10.171, -20.563], [-18.488, 11.543, -20.733], [-15.144, 9.043, -20.206], [-15.966, 8.897, -22.675], [-15.020, 10.322, -22.477], [-16.900, 10.438, -22.410], [-15.900, 10.968, -20.397], [-17.485, 9.610, -19.113], [-17.771, 8.387, -20.192], [-19.417, 12.094, -20.880], [-17.877, 11.845, -21.584], [-18.114, 12.071, -19.856], [-14.245, 9.334, -20.562], [-15.270, 8.137, -20.635], [-14.684, 15.565, -26.016], [-16.229, 15.508, -25.981], [-16.927, 15.770, -24.613], [-16.982, 14.700, -23.714], [-17.207, 15.108, -22.313], [-16.668, 16.394, -27.056], [-14.286, 14.645, -25.587], [-14.338, 16.450, -25.483], [-14.325, 15.814, -27.015], [-16.582, 14.511, -26.244], [-17.851, 16.319, -24.793], [-16.457, 16.645, -24.163], [-17.035, 14.193, -21.747], [-18.180, 15.546, -22.093], [-16.493, 15.828, -21.913], [-17.383, 15.951, -27.615], [-15.926, 16.575, -27.717], [-22.108, 12.720, -21.303], [-22.484, 13.502, -19.984], [-21.345, 14.349, -19.246], [-21.853, 14.631, -17.942], [-20.859, 15.390, -17.201], [-23.556, 14.383, -20.219], [-21.488, 13.313, -21.975], [-22.890, 12.188, -21.845], [-21.467, 11.854, -21.139], [-22.907, 12.758, -19.310], [-21.172, 15.245, -19.842], [-20.431, 13.770, -19.115], [-20.516, 16.293, -17.706], [-19.958, 14.812, -16.997], [-21.241, 15.707, -16.231], [-23.619, 14.864, -19.333], [-23.274, 15.054, -20.920], [-17.964, 18.639, -13.248], [-18.073, 17.183, -13.789], [-19.461, 16.767, -14.155], [-20.329, 16.703, -12.962], [-21.489, 15.995, -13.353], [-17.284, 17.313, -15.019], [-16.969, 19.077, -13.171], [-18.500, 18.657, -12.299], [-18.487, 19.228, -14.001], [-17.716, 16.572, -12.960], [-19.434, 15.768, -14.590], [-19.862, 17.369, -14.970], [-22.301, 16.026, -12.626], [-21.263, 14.935, -13.471], [-21.963, 16.428, -14.234], [-17.396, 16.502, -15.610], [-17.722, 18.068, -15.526], [-18.713, 13.337, -14.254], [-18.428, 12.432, -14.121], [-18.016, 13.734, -14.775], [-18.871, 18.544, -17.272], [-18.075, 18.064, -17.503], [-18.962, 19.203, -17.960]],
  "orbital_gap_ev": 8.922,
  "fmax_ev_per_a": 3.10,
  "energy_ev": -72849.300,
  "e_lumo_ev": 0.246,
  "e_homo_ev": -8.68
}

***

{
  "formula": "C3H3BrO2S",
  "method": "ωB97M-V/def2-TZVPD",
  "species": ["C", "C", "C", "O", "O", "S", "Br", "H", "H", "H"],
  "positions_angstrom": [[-2.287, -0.180, 1.236], [-2.334, 0.397, 0.185], [1.126, 1.140, -0.597], [-0.192, 1.488, -0.873], [-2.744, 2.669, -1.015], [-2.317, 1.342, -1.277], [1.196, -0.025, 1.123], [-2.054, -0.596, 2.171], [1.732, 1.882, -0.141], [1.459, 0.411, -1.294]],
  "orbital_gap_ev": [6.920, 6.921],
  "e_above_lowest_kcal_mol": 75.8,
  "fmax_ev_per_a": 4.60,
  "energy_ev": -88126.343,
  "e_lumo_ev": [-2.451, -2.450],
  "e_homo_ev": [-9.37, -9.37]
}

***

{
  "formula": "C26H30N4O4",
  "method": "ωB97M-V/def2-TZVPD",
  "species": ["C", "H", "H", "C", "H", "H", "C", "N", "C", "C", "C", "C", "C", "C", "N", "O", "O", "H", "C", "N", "C", "O", "C", "C", "C", "C", "C", "C", "C", "C", "C", "C", "C", "H", "H", "H", "H", "H", "H", "H", "H", "H", "H", "C", "C", "O", "N", "H", "H", "H", "H", "H", "H", "H", "H", "H", "C", "C", "H", "H", "H", "H", "H", "H"],
  "positions_angstrom": [[-2.543, 6.353, 0.308], [-3.264, 5.797, 0.904], [-3.041, 7.225, -0.108], [-1.354, 6.778, 1.161], [-0.664, 7.361, 0.550], [-1.698, 7.411, 1.981], [-0.617, 5.570, 1.746], [0.000, 4.847, 0.660], [0.316, 3.546, 0.618], [0.012, 2.662, 1.676], [0.296, 1.323, 1.617], [0.922, 0.760, 0.500], [1.251, 1.600, -0.537], [0.968, 2.970, -0.508], [1.363, 3.720, -1.635], [1.918, 3.146, -2.556], [1.148, 4.935, -1.659], [1.735, 1.212, -1.421], [1.237, -0.710, 0.350], [0.618, -1.209, -0.871], [-0.710, -1.098, -1.089], [-1.444, -0.367, -0.457], [-1.197, -1.985, -2.236], [-0.749, -3.404, -2.020], [0.158, -3.978, -2.875], [0.637, -5.279, -2.670], [0.213, -6.004, -1.595], [-0.714, -5.456, -0.685], [-1.152, -6.187, 0.440], [-2.041, -5.648, 1.327], [-2.533, -4.351, 1.120], [-2.131, -3.617, 0.038], [-1.208, -4.141, -0.894], [-2.525, -2.623, -0.100], [-3.242, -3.935, 1.822], [-2.372, -6.215, 2.185], [-0.770, -7.188, 0.584], [0.585, -7.004, -1.420], [1.350, -5.695, -3.366], [0.516, -3.419, -3.728], [-2.284, -1.910, -2.287], [-0.781, -1.601, -3.169], [1.104, -1.981, -1.306], [0.797, -1.588, 1.529], [1.166, -3.043, 1.272], [1.860, -3.411, 0.349], [0.680, -3.902, 2.195], [0.002, -3.614, 2.877], [0.804, -4.889, 2.040], [1.285, -1.266, 2.451], [-0.285, -1.514, 1.650], [2.318, -0.833, 0.213], [0.018, 0.704, 2.455], [-0.472, 3.051, 2.556], [0.299, 5.397, -0.142], [-1.362, 4.922, 2.226], [0.429, 5.967, 2.805], [1.536, 6.862, 2.261], [2.287, 7.030, 3.029], [1.145, 7.828, 1.954], [2.023, 6.396, 1.407], [-0.081, 6.471, 3.628], [0.878, 5.052, 3.201], [-2.218, 5.720, -0.514]],
  "orbital_gap_ev": 7.658,
  "e_above_lowest_kcal_mol": 74.2,
  "fmax_ev_per_a": 1.41,
  "energy_ev": -41599.216,
  "e_lumo_ev": -0.168,
  "e_homo_ev": -7.83
}

***

{
  "formula": "F8N4Na3O16S8",
  "method": "ωB97M-V/def2-TZVPD",
  "species": ["Na", "Na", "Na", "N", "S", "O", "O", "F", "S", "O", "O", "F", "N", "S", "O", "O", "F", "S", "O", "O", "F", "N", "S", "O", "O", "F", "S", "O", "O", "F", "N", "S", "O", "O", "F", "S", "O", "O", "F"],
  "positions_angstrom": [[0.033, -0.019, 0.018], [2.980, -0.404, 0.387], [-1.511, 0.067, -2.383], [1.646, 0.740, 1.843], [1.369, -0.027, 3.396], [0.050, -0.239, 3.950], [2.448, 0.016, 4.285], [1.590, -1.552, 2.839], [1.534, 2.126, 2.435], [2.618, 2.583, 3.341], [0.114, 2.523, 2.567], [1.917, 2.888, 1.042], [-2.324, -0.391, -0.110], [-3.192, -1.833, -0.384], [-4.671, -1.845, -0.401], [-2.636, -3.109, 0.062], [-2.823, -1.959, -1.969], [-3.092, -0.118, 1.159], [-3.095, -1.086, 2.263], [-4.231, 0.793, 1.112], [-1.994, 0.909, 1.754], [-0.045, 1.791, -1.460], [1.064, 2.416, -2.544], [2.412, 2.506, -1.956], [0.602, 3.456, -3.487], [1.132, 1.142, -3.489], [-0.622, 3.126, -1.102], [-1.730, 3.681, -1.839], [0.207, 4.166, -0.379], [-1.555, 2.589, 0.062], [1.413, -1.896, -0.624], [1.552, -2.117, -2.107], [0.370, -1.673, -2.915], [2.494, -3.134, -2.616], [2.495, -0.848, -2.279], [1.068, -3.526, -0.360], [2.172, -4.254, 0.220], [0.152, -4.240, -1.270], [0.088, -3.249, 0.935]],
  "orbital_gap_ev": 9.355,
  "e_above_lowest_kcal_mol": 154.6,
  "fmax_ev_per_a": 13.90,
  "energy_ev": -160389.754,
  "charge": -1,
  "e_lumo_ev": 0.814,
  "e_homo_ev": -8.54
}

***

{
  "formula": "C30H61BIN4O13P2S2",
  "method": "ωB97M-V/def2-TZVPD",
  "species": ["C", "C", "C", "O", "O", "C", "C", "C", "C", "C", "C", "N", "C", "N", "C", "C", "C", "I", "C", "S", "O", "O", "N", "C", "B", "O", "C", "C", "P", "C", "O", "C", "C", "S", "C", "C", "P", "N", "O", "H", "H", "H", "H", "H", "H", "H", "H", "H", "H", "H", "H", "H", "H", "H", "H", "H", "H", "H", "H", "H", "H", "H", "H", "H", "H", "H", "H", "H", "H", "H", "H", "H", "H", "H", "H", "H", "H", "H", "H", "H", "H", "H", "H", "H", "C", "C", "O", "C", "O", "O", "C", "H", "H", "H", "H", "H", "H", "H", "H", "C", "C", "O", "C", "O", "O", "C", "H", "H", "H", "H", "H", "H", "H", "H"],
  "positions_angstrom": [[-3.582, 1.322, 5.671], [-2.535, 0.533, 5.914], [-1.155, 1.046, 5.918], [-0.871, 2.142, 5.534], [-0.221, 0.174, 6.372], [0.336, -0.649, 5.325], [1.795, -0.315, 5.087], [2.244, -0.755, 3.684], [2.023, 0.366, 2.653], [1.702, -0.175, 1.248], [0.209, -0.488, 1.118], [-0.629, 0.542, 0.471], [-0.179, 1.307, -0.572], [0.595, 2.358, -0.481], [1.023, 3.113, -1.679], [1.774, 2.295, -2.738], [1.071, 2.285, -4.117], [2.488, 2.554, -5.680], [1.045, 2.864, 0.809], [0.556, 4.602, 1.062], [-0.252, 4.670, 2.239], [1.749, 5.390, 0.949], [-0.738, 0.970, -1.781], [-2.030, 0.304, -1.489], [-3.284, 0.965, -2.223], [-4.492, 0.492, -1.778], [-3.164, 1.991, -3.409], [-3.266, 3.467, -2.951], [-1.831, -1.285, -2.549], [-0.433, -2.266, -1.862], [-3.144, -2.224, -2.292], [-2.016, 0.231, 0.086], [-2.573, -1.088, 0.602], [-2.879, -1.158, 2.391], [-4.680, -1.255, 2.509], [-5.136, -2.260, 3.579], [-3.088, 1.572, 0.981], [-1.945, 2.085, 2.138], [-2.894, 2.828, -0.088], [-4.531, 0.895, 5.378], [-3.525, 2.399, 5.743], [-2.690, -0.518, 6.126], [-0.266, -0.523, 4.420], [0.243, -1.684, 5.654], [1.936, 0.764, 5.169], [2.412, -0.765, 5.861], [3.308, -0.986, 3.708], [1.708, -1.667, 3.408], [1.198, 0.986, 3.013], [2.924, 0.979, 2.639], [2.085, 0.454, 0.446], [2.228, -1.126, 1.153], [-0.167, -0.612, 2.135], [0.069, -1.459, 0.647], [1.699, 3.884, -1.314], [0.146, 3.623, -2.077], [1.856, 1.257, -2.418], [2.762, 2.713, -2.890], [0.534, 1.360, -4.304], [0.353, 3.091, -4.229], [0.566, 2.313, 1.609], [2.131, 2.822, 0.874], [-0.210, 4.828, -0.035], [-0.119, 0.536, -2.455], [-5.164, 1.179, -1.704], [-2.254, 1.840, -3.989], [-4.006, 1.821, -4.083], [-4.105, 3.580, -2.267], [-2.356, 3.774, -2.445], [-3.463, 4.103, -3.811], [0.346, -1.620, -1.466], [-0.054, -2.868, -2.685], [-0.767, -2.973, -1.099], [-2.949, -2.940, -1.674], [-3.523, -1.233, 0.092], [-1.928, -1.930, 0.364], [-5.109, -0.272, 2.685], [-5.044, -1.569, 1.534], [-5.696, -3.066, 3.110], [-4.295, -2.716, 4.096], [-5.796, -1.786, 4.300], [-1.755, 1.360, 2.819], [-2.256, 2.929, 2.606], [-3.669, 3.393, 0.016], [8.883, 3.202, -2.780], [7.607, 2.418, -2.993], [6.907, 2.194, -1.752], [6.229, 3.233, -1.279], [6.116, 4.313, -1.795], [5.671, 2.869, -0.117], [4.975, 3.926, 0.551], [9.510, 2.709, -2.037], [9.438, 3.275, -3.715], [8.671, 4.209, -2.425], [7.831, 1.427, -3.380], [6.947, 2.912, -3.706], [4.244, 4.394, -0.106], [5.676, 4.676, 0.910], [4.472, 3.468, 1.400], [-3.481, -6.994, -2.773], [-2.326, -6.164, -3.288], [-1.113, -6.410, -2.559], [-0.475, -7.540, -2.883], [-0.815, -8.321, -3.729], [0.604, -7.638, -2.111], [1.361, -8.841, -2.306], [-3.607, -6.847, -1.699], [-4.404, -6.709, -3.277], [-3.307, -8.054, -2.946], [-2.530, -5.103, -3.144], [-2.164, -6.327, -4.353], [1.614, -8.973, -3.354], [0.798, -9.700, -1.946], [2.266, -8.725, -1.719]],
  "orbital_gap_ev": 7.946,
  "fmax_ev_per_a": 1.46,
  "energy_ev": -113696.658,
  "charge": 1,
  "e_lumo_ev": -2.964,
  "e_homo_ev": -10.91
}